[1]
Molecular formula: C30H22Cl36O6
Method: DFT, ωB97M-V/def2-TZVPD

Summary:
Total energy: -494554.8585 eV
SMILES: O=C1c2ccccc2C(=O)c2c(COCOCCO)cc(CCCO)cc21.ClC(Cl)(Cl)Cl.ClC(Cl)(Cl)Cl.ClC(Cl)(Cl)Cl.ClC(Cl)(Cl)Cl.ClC(Cl)(Cl)Cl.ClC(Cl)(Cl)Cl.ClC(Cl)(Cl)Cl.ClC(Cl)(Cl)Cl.ClC(Cl)(Cl)Cl
Orbital gap: 8.817 eV
Strongest force on any atom: 0.973 eV/Å

ORCA input file:
```
! wB97M-V def2-TZVPD RIJCOSX def2/J DEFGRID3
* xyz 0 1
O 0.813 0.020 5.738
C 0.782 0.153 4.540
C 1.334 -0.864 3.598
C 1.145 -2.228 3.781
C 1.651 -3.120 2.838
C 2.370 -2.653 1.734
C 2.555 -1.286 1.555
C 2.032 -0.402 2.478
C 2.150 1.071 2.325
O 3.158 1.621 1.959
C 0.920 1.806 2.724
C 0.430 2.895 2.000
C 1.092 3.391 0.733
O 1.442 2.311 -0.124
C 0.480 2.104 -1.133
O -0.802 1.896 -0.635
C -0.959 0.683 0.090
C -2.141 -0.136 -0.418
O -3.151 0.707 -0.943
C -0.744 3.493 2.437
C -1.458 3.033 3.548
C -2.772 3.670 3.903
C -3.758 3.595 2.721
C -3.855 4.858 1.888
O -5.161 4.905 1.302
C -0.954 1.954 4.269
C 0.223 1.351 3.847
H 0.589 -2.595 4.632
H 1.491 -4.180 2.943
H 2.771 -3.348 1.010
H 3.081 -0.943 0.676
H 1.961 3.979 1.006
H 0.350 4.026 0.246
H 0.821 1.225 -1.691
H 0.458 2.952 -1.820
H -0.032 0.104 0.079
H -1.143 0.939 1.137
H -1.818 -0.896 -1.136
H -2.543 -0.673 0.447
H -3.995 0.376 -0.627
H -1.136 4.320 1.859
H -3.217 3.114 4.726
H -2.618 4.704 4.211
H -3.487 2.765 2.071
H -4.762 3.386 3.085
H -3.681 5.754 2.492
H -3.121 4.869 1.077
H -5.179 5.674 0.726
H -1.477 1.570 5.134
Cl 1.200 -7.769 0.482
C 0.190 -6.387 0.062
Cl 0.593 -5.830 -1.566
Cl -1.521 -6.845 0.143
Cl 0.476 -5.066 1.208
Cl 3.687 1.018 -3.541
C 2.952 -0.540 -3.195
Cl 3.020 -0.843 -1.449
Cl 1.269 -0.546 -3.728
Cl 3.831 -1.822 -4.043
Cl -1.528 -7.503 -5.198
C -0.867 -8.791 -4.177
Cl 0.867 -8.942 -4.481
Cl -1.132 -8.374 -2.484
Cl -1.670 -10.315 -4.552
Cl 3.277 4.907 -0.972
C 3.821 6.554 -1.294
Cl 2.716 7.698 -0.521
Cl 5.448 6.774 -0.643
Cl 3.838 6.841 -3.038
Cl -5.150 -5.469 0.977
C -4.678 -4.542 -0.449
Cl -3.367 -3.433 -0.019
Cl -4.111 -5.640 -1.706
Cl -6.061 -3.617 -1.039
Cl 8.899 1.727 -5.859
C 7.159 2.005 -5.760
Cl 6.832 3.279 -4.577
Cl 6.550 2.503 -7.341
Cl 6.343 0.527 -5.253
Cl -5.769 -11.658 -5.366
C -5.339 -10.694 -6.784
Cl -4.114 -9.510 -6.330
Cl -4.694 -11.755 -8.040
Cl -6.779 -9.871 -7.392
Cl -4.584 0.473 3.227
C -5.970 0.177 2.168
Cl -7.337 -0.384 3.131
Cl -6.396 1.659 1.323
Cl -5.534 -1.074 0.990
Cl 8.310 6.705 0.289
C 8.710 7.826 1.597
Cl 8.250 9.463 1.121
Cl 7.826 7.363 3.051
Cl 10.446 7.767 1.912
*
```

---

[2]
Molecular formula: C30H22ClF5IN4O4STl
Method: DFT, ωB97M-V/def2-TZVPD

Summary:
Total energy: -95349.6275 eV
Orbital gap (spin up / spin down): 2.929 / 5.021 eV
Strongest force on any atom: 4.772 eV/Å

ORCA input file:
```
! wB97M-V def2-TZVPD RIJCOSX def2/J DEFGRID3
* xyz 0 1
Tl -1.312 -1.220 0.005
O 5.581 0.548 -2.945
C 4.994 -0.739 -3.432
C 3.585 -0.608 -3.115
C 2.520 -1.153 -3.816
C 1.222 -0.904 -3.417
N 0.806 -0.098 -2.369
C 1.828 0.448 -1.700
C 3.212 0.173 -2.027
C 1.418 1.612 -0.851
C 2.382 2.649 -0.526
C 2.061 3.660 0.415
C 3.192 4.628 0.784
O 3.940 4.808 -0.411
C 0.868 3.651 0.990
C -0.020 2.605 0.654
N 0.295 1.625 -0.165
H 6.484 0.617 -3.404
H 5.488 -1.588 -2.964
H 5.150 -1.038 -4.473
H 2.641 -1.695 -4.733
H 0.291 -1.277 -3.935
H 3.964 0.716 -1.432
H 3.292 2.591 -1.193
H 3.854 4.162 1.562
H 2.648 5.500 1.169
H 4.783 5.182 -0.137
H 0.424 4.309 1.783
H -1.037 2.575 1.059
N -4.761 1.592 -2.314
C -3.564 0.953 -2.209
O -3.267 0.185 -1.256
C -2.631 1.144 -3.370
C -2.480 2.588 -3.660
H -5.475 1.352 -1.610
H -4.797 2.561 -2.614
H -2.911 0.579 -4.310
H -1.592 0.750 -3.162
H -1.723 2.990 -4.426
H -2.918 3.311 -3.000
Cl -6.989 0.391 4.717
C -6.009 -0.349 3.521
C -6.468 -1.376 2.661
C -5.511 -2.286 2.005
I -6.172 -3.537 0.520
C -4.090 -1.915 1.956
O -3.199 -2.594 1.336
C -3.616 -0.778 2.843
N -2.306 -0.611 2.974
C -1.860 0.483 3.583
C -2.751 1.355 4.213
C -4.095 1.094 4.335
C -4.619 -0.005 3.541
H -7.584 -1.488 2.626
H -0.760 0.541 3.737
H -2.229 2.220 4.577
H -4.724 1.951 4.546
F 5.118 -5.742 0.430
C 4.135 -4.994 1.047
C 3.768 -3.694 0.533
F 4.445 -3.081 -0.462
C 2.593 -3.150 1.024
F 2.188 -1.996 0.453
C 1.699 -3.760 1.871
S 0.356 -3.083 2.516
C 2.088 -5.067 2.208
F 1.148 -5.831 2.792
C 3.349 -5.617 1.957
F 3.665 -6.829 2.497
*
```

---

[3]
Molecular formula: C30H22CrN4O8S8
Method: DFT, ωB97M-V/def2-TZVPD

Summary:
<S²>: 3.798
Total energy: -168912.2625 eV
Orbital gap (spin up / spin down): 7.041 / 6.931 eV
Strongest force on any atom: 3.720 eV/Å

ORCA input file:
```
! wB97M-V def2-TZVPD RIJCOSX def2/J DEFGRID3
* xyz -1 4
Cr 0.804 1.099 0.521
C -4.948 -2.502 -3.554
C -4.239 -2.042 -2.357
C -2.880 -2.430 -2.286
C -2.089 -2.085 -1.179
C -2.712 -1.374 -0.123
C -4.024 -1.030 -0.097
C -4.790 -1.379 -1.267
S -1.820 -1.167 1.402
O -2.423 -0.055 2.104
O -1.859 -2.481 2.012
N -0.295 -0.682 1.000
C 0.797 -1.454 0.660
C 0.930 -2.873 0.583
C 2.157 -3.399 0.205
C 3.256 -2.621 -0.104
C 3.053 -1.282 0.000
N 1.910 -0.713 0.347
H -5.984 -2.140 -3.606
H -5.079 -3.651 -3.341
H -4.460 -2.416 -4.501
H -2.538 -2.879 -3.194
H -1.034 -2.220 -1.169
H -4.459 -0.558 0.804
H -5.784 -1.044 -1.361
H 0.113 -3.476 0.857
H 2.234 -4.486 0.201
H 4.163 -3.078 -0.440
H 3.834 -0.563 -0.156
O -0.479 2.530 0.949
C -1.593 2.559 0.469
C -1.953 2.015 -0.818
C -3.282 2.222 -1.232
C -3.669 1.712 -2.449
C -2.739 1.118 -3.356
C -1.484 0.954 -2.918
C -1.068 1.268 -1.620
O 0.079 0.861 -1.224
N -5.073 1.763 -2.763
O -5.807 2.346 -1.995
O -5.428 1.186 -3.808
H -2.382 3.083 0.974
H -4.051 2.634 -0.636
H -3.050 0.751 -4.302
H -0.782 0.521 -3.591
C 2.664 0.461 -3.576
S 3.549 2.079 -3.590
C 2.248 3.094 -3.056
C 1.960 3.311 -1.754
S 2.609 2.598 -0.346
S 0.618 4.493 -1.506
C 0.468 4.961 -3.109
S -0.497 6.208 -3.535
S 1.421 4.107 -4.235
H 3.510 -0.229 -3.635
H 1.963 0.303 -4.395
H 2.117 0.340 -2.610
O 1.997 -3.096 4.957
S 2.819 -2.277 4.176
O 3.811 -2.983 3.374
N 1.941 -1.229 3.239
C 2.186 -0.009 3.535
S 1.731 1.548 2.750
C 3.169 0.216 4.697
C 3.585 1.447 5.233
C 4.537 1.340 6.277
C 5.090 0.136 6.665
C 4.629 -1.048 6.131
C 3.601 -1.010 5.172
H 3.246 2.381 4.926
H 4.929 2.245 6.728
H 5.953 0.058 7.410
H 5.072 -1.988 6.430
*
```

---

[4]
Molecular formula: C30H22N5NiO5S2
Method: DFT, ωB97M-V/def2-TZVPD

Summary:
<S²>: 2.040
Total energy: -111866.6158 eV
Orbital gap (spin up / spin down): 5.342 / 6.703 eV
Strongest force on any atom: 0.799 eV/Å

ORCA input file:
```
! wB97M-V def2-TZVPD RIJCOSX def2/J DEFGRID3
* xyz -1 3
Ni 0.739 0.309 -0.989
N -2.122 3.499 -1.255
C -1.076 2.621 -1.211
S -1.420 0.968 -1.545
N 0.092 3.207 -0.956
N 1.097 2.292 -0.962
C 2.328 2.666 -0.987
C 2.796 4.074 -1.002
C 2.439 4.952 0.018
C 2.885 6.262 -0.002
C 3.679 6.716 -1.047
C 4.033 5.850 -2.071
C 3.596 4.534 -2.043
C 3.307 1.546 -1.043
C 4.670 1.731 -0.831
C 5.512 0.634 -0.882
C 4.982 -0.618 -1.155
C 3.614 -0.722 -1.346
N 2.795 0.326 -1.288
H -3.050 3.119 -1.218
H -1.951 4.411 -0.866
H 1.806 4.599 0.819
H 2.607 6.934 0.800
H 4.018 7.744 -1.063
H 4.647 6.197 -2.892
H 3.872 3.855 -2.841
H 5.053 2.716 -0.612
H 6.571 0.757 -0.698
H 5.598 -1.504 -1.201
H 3.142 -1.676 -1.542
O 2.007 -3.499 -0.003
C 1.424 -2.497 0.303
O 0.545 -1.921 -0.868
C 1.394 -1.659 1.423
C 2.199 -2.072 2.533
C 2.278 -1.335 3.674
C 1.550 -0.132 3.775
C 0.755 0.306 2.698
C 0.677 -0.437 1.550
N 1.633 0.641 4.950
O 2.360 0.245 5.874
O 0.998 1.704 5.011
H 2.757 -2.994 2.447
H 2.889 -1.651 4.506
H 0.222 1.241 2.779
H 0.015 -0.026 0.782
C -6.846 -5.475 0.976
C -7.951 -5.129 0.010
O -9.072 -5.554 0.142
S -7.677 -3.973 -1.324
C -5.963 -3.548 -1.202
C -5.006 -4.317 -1.862
C -3.664 -3.998 -1.761
C -3.249 -2.896 -1.008
C -4.214 -2.116 -0.367
C -5.554 -2.439 -0.468
C -1.863 -2.557 -0.931
C -0.692 -2.282 -0.878
H -7.298 -5.566 1.962
H -6.027 -4.766 0.989
H -6.457 -6.453 0.688
H -5.318 -5.172 -2.448
H -2.919 -4.597 -2.266
H -3.896 -1.250 0.197
H -6.296 -1.827 0.030
*
```

---

[5]
Molecular formula: C30H22N5O5SV
Method: DFT, ωB97M-V/def2-TZVPD

Summary:
<S²>: 0.775
Total energy: -85670.1006 eV
Orbital gap (spin up / spin down): 6.383 / 7.015 eV
Strongest force on any atom: 0.786 eV/Å

ORCA input file:
```
! wB97M-V def2-TZVPD RIJCOSX def2/J DEFGRID3
* xyz 1 2
V 0.394 -0.034 0.494
N 0.720 -3.725 0.815
C -0.541 -3.229 1.060
C -1.364 -3.966 2.040
C -2.524 -3.482 2.491
C -3.102 -2.201 1.982
C -2.085 -1.531 1.030
N -0.903 -2.149 0.486
C 1.796 -3.052 0.260
C 2.881 -3.842 -0.144
C 4.003 -3.251 -0.662
C 4.038 -1.863 -0.776
C 2.944 -1.157 -0.351
N 1.822 -1.716 0.164
H 0.900 -4.677 1.086
H -0.982 -4.910 2.410
H -3.088 -4.051 3.223
H -4.113 -2.355 1.601
H -2.563 -0.916 0.269
H 2.810 -4.918 -0.051
H 4.841 -3.857 -0.980
H 4.892 -1.343 -1.183
H 2.940 -0.077 -0.417
O 1.602 0.121 2.021
N 1.924 1.327 2.506
C 2.383 1.395 3.772
C 2.757 2.601 4.294
C 2.659 3.744 3.494
C 2.194 3.641 2.205
C 1.816 2.397 1.692
S 1.250 2.103 0.090
H 2.412 0.451 4.294
H 3.116 2.650 5.311
H 2.946 4.709 3.889
H 2.104 4.504 1.562
O -2.401 1.007 -1.661
C -1.258 0.784 -1.955
O -0.437 0.173 -1.068
C -0.625 1.130 -3.246
C 0.674 0.743 -3.547
C 1.261 1.070 -4.771
C 0.493 1.791 -5.650
O 0.832 2.236 -6.884
C -0.328 2.890 -7.413
O -1.325 2.888 -6.393
C -0.808 2.180 -5.350
C -1.400 1.865 -4.162
H 1.237 0.167 -2.826
H 2.269 0.771 -5.022
H -0.689 2.335 -8.280
H -0.074 3.917 -7.673
H -2.412 2.156 -3.918
N -6.266 -0.080 3.481
C -5.183 0.097 3.137
C -3.822 0.235 2.704
C -2.918 -0.951 2.926
C -1.582 -0.697 2.200
C -1.159 0.601 1.639
C -2.028 1.610 1.639
C -3.379 1.397 2.192
H -2.851 -1.184 3.991
H -0.773 -1.232 2.703
H -1.843 2.539 1.115
H -4.080 2.219 2.115
*
```

---

[6]
Molecular formula: C30H22N7O3Pd
Method: DFT, ωB97M-V/def2-TZVPD

Summary:
<S²>: 6.040
Total energy: -51507.9047 eV
Orbital gap (spin up / spin down): 6.276 / 4.459 eV
Strongest force on any atom: 1.209 eV/Å

ORCA input file:
```
! wB97M-V def2-TZVPD RIJCOSX def2/J DEFGRID3
* xyz 1 5
Pd -0.167 0.274 0.676
C -2.005 -1.801 4.336
C -1.288 -1.420 3.098
N -0.847 -0.192 2.843
N -0.790 0.659 3.814
C -0.205 1.882 3.336
O 0.362 1.945 2.252
C -0.298 3.016 4.257
C 0.249 4.240 3.862
C 0.154 5.335 4.697
C -0.484 5.213 5.928
C -1.025 3.999 6.328
C -0.933 2.896 5.496
C -0.940 -2.397 2.057
C -1.426 -3.694 2.088
C -1.006 -4.586 1.107
C -0.106 -4.156 0.155
C 0.332 -2.832 0.186
N -0.078 -1.979 1.105
H -2.072 -0.956 5.014
H -1.482 -2.625 4.828
H -3.013 -2.149 4.099
H 0.745 4.317 2.904
H 0.576 6.284 4.395
H -0.557 6.073 6.581
H -1.514 3.912 7.288
H -1.341 1.944 5.802
H -2.118 -4.002 2.858
H -1.378 -5.602 1.097
H 0.258 -4.822 -0.615
H 1.025 -2.442 -0.550
N 2.161 -1.663 -9.290
C 1.908 -1.457 -8.189
C 1.588 -1.198 -6.805
C 1.685 0.095 -6.300
C 1.385 0.336 -4.971
C 0.976 -0.704 -4.140
C 0.873 -1.992 -4.657
C 1.184 -2.244 -5.982
C 0.649 -0.438 -2.709
C -0.684 -0.641 -2.320
C -1.767 -1.020 -3.153
C -2.904 -1.034 -2.374
C -2.491 -0.645 -1.086
N -1.184 -0.406 -1.047
C 1.695 -0.018 -1.892
C 3.061 0.162 -2.256
C 3.733 0.573 -1.132
C 2.772 0.616 -0.097
N 1.574 0.254 -0.532
H 1.994 0.903 -6.949
H 1.452 1.342 -4.576
H 0.557 -2.804 -4.014
H 1.114 -3.246 -6.383
H -1.702 -1.236 -4.207
H -3.909 -1.270 -2.680
H -3.106 -0.521 -0.205
H 3.478 -0.009 -3.234
H 4.781 0.804 -1.038
H 2.926 0.882 0.940
O -1.209 4.318 0.464
N -0.517 3.519 -0.048
O -0.700 2.409 -0.456
*
```

---

[7]
Molecular formula: C30H23BF8O2S
Method: DFT, ωB97M-V/def2-TZVPD

Summary:
Total energy: -68826.5099 eV
Orbital gap: 4.715 eV
Strongest force on any atom: 4.538 eV/Å

ORCA input file:
```
! wB97M-V def2-TZVPD RIJCOSX def2/J DEFGRID3
* xyz 0 1
C -4.627 1.774 -3.583
C -3.367 1.206 -3.031
C -3.036 -0.138 -3.021
C -1.715 -0.404 -2.576
C -1.044 0.699 -2.050
B -2.330 -0.879 2.617
C 0.404 0.857 -2.187
C 0.970 2.132 -2.027
C 2.350 2.275 -2.053
C 2.892 3.634 -1.700
F 4.246 3.732 -1.807
F 2.356 4.642 -2.464
F 2.560 3.933 -0.394
C 3.213 1.217 -2.319
C 2.642 -0.030 -2.602
C 3.472 -1.256 -2.905
F 2.812 -2.410 -2.517
F 3.772 -1.409 -4.227
F 4.661 -1.249 -2.220
C 1.267 -0.213 -2.562
O -3.404 -0.043 2.636
C -4.549 -0.909 2.325
C -4.012 -2.332 2.383
O -2.542 -2.199 2.316
S -2.132 2.105 -2.186
H -4.918 1.161 -4.446
H -5.476 1.729 -2.884
H -4.512 2.810 -3.923
H -3.721 -0.867 -3.434
H -1.245 -1.376 -2.638
H 0.358 3.023 -1.846
H 4.281 1.395 -2.346
H 0.906 -1.207 -2.818
H -5.342 -0.705 3.040
H -4.917 -0.672 1.320
H -4.287 -2.821 3.330
H -4.358 -2.963 1.556
F 0.314 1.069 5.229
C -0.012 1.585 3.990
C 0.266 2.922 3.770
C -0.122 3.432 2.519
C -0.593 2.586 1.502
C -0.790 1.191 1.688
C -1.078 0.308 0.524
C -0.369 -0.904 0.438
C 0.957 -0.914 0.872
C 1.856 -2.029 1.073
C 1.458 -3.171 1.810
C 2.431 -4.096 2.190
F 2.110 -5.062 3.118
C 3.736 -4.089 1.693
C 4.101 -3.011 0.879
C 3.219 -1.957 0.663
C -0.587 0.726 3.027
H 0.698 3.553 4.564
H 0.020 4.509 2.355
H -0.677 2.967 0.480
H -2.060 0.463 0.029
H -0.784 -1.781 -0.084
H 1.375 0.083 1.046
H 0.425 -3.280 2.125
H 4.428 -4.893 1.918
H 5.095 -3.004 0.431
H 3.571 -1.074 0.125
H -0.612 -0.371 3.268
*
```